The following is a quantum chemistry calculation of an isolated molecule of CH4N2OS, from the OMol25 dataset.

The value obtained for the LUMO energy is 0.2 eV. The value obtained for the energy above the lowest of the compared OMol25 structures with the same formula, charge and spin is 288.2 kJ/mol. Its spin multiplicity is 1. Its HOMO-LUMO gap is 9.46 eV.

```
9
Properties=species:S:1:pos:R:3:forces:R:3:lowdin_charge:R:1
N -0.35148 -0.48695 1.46418 -1.7 -4.1 0.5 0.074
C -0.80710 0.02565 0.20930 2.1 -3.0 -2.4 -0.643
O -1.86394 -0.27330 -0.27588 -1.7 0.7 1.2 0.046
N 0.12821 0.44465 -0.76085 -4.8 -0.2 -4.6 -0.555
S 1.66688 0.47551 -0.78717 6.1 3.4 0.5 0.681
H 0.51515 -1.07409 1.62856 -0.2 2.3 -1.2 0.092
H -0.96991 -1.43053 1.50406 0.7 3.3 0.3 0.155
H -0.12261 0.34570 -1.92814 -0.9 0.3 5.0 0.196
H 1.80481 1.97336 -1.05407 0.3 -2.6 0.7 -0.047
```
Positions in Å, forces in eV/Å.

The following is a quantum chemistry calculation of the ion C7H20NO4P2 with charge -1, from the OMol25 dataset.

As for the net charge: -1. The value obtained for the LUMO energy is 2.9 eV. The value obtained for the energy above the lowest of the compared OMol25 structures with the same formula, charge and spin is 54.3 kJ/mol. Its spin multiplicity is 1. Its HOMO-LUMO gap is 6.37 eV.

```
34
Properties=species:S:1:pos:R:3:forces:R:3:lowdin_charge:R:1
C 4.51348 -0.10051 0.16664 0.0 0.5 0.6 -0.057
C 4.15326 1.37919 0.24370 -0.1 -0.3 -0.3 -0.222
O 3.50538 1.80759 -0.96195 0.4 -0.2 -0.1 -0.050
C 2.17631 2.12095 -0.76691 0.7 -2.8 -1.5 -0.528
O 1.87245 3.13687 -0.30714 -1.0 3.6 1.7 0.176
C 1.22746 1.05494 -1.21547 0.2 0.1 0.6 -0.090
C -0.06992 1.01661 -0.40580 -0.2 -0.6 -0.3 -0.260
C -0.35694 -0.36232 0.22184 0.0 1.1 -0.4 -0.376
P -2.18616 -0.92399 0.02169 -0.2 0.8 0.5 0.298
C -2.82024 0.73352 0.77830 -0.4 0.0 0.1 -0.386
O -4.16184 0.50171 1.18659 0.3 -1.0 -0.5 -0.260
O -4.66463 1.70520 1.72058 -0.4 1.1 0.2 -0.070
P -1.69822 -3.00163 -0.76474 -0.7 -1.2 1.2 0.477
N -2.28997 -4.15353 0.19194 0.1 0.2 -0.4 -0.439
H 4.29491 -0.56975 1.11474 -0.1 -0.3 0.3 0.071
H 5.56652 -0.22806 -0.00991 0.4 -0.2 -0.3 0.062
H 3.93233 -0.57973 -0.59567 -0.2 -0.3 -0.4 0.067
H 3.51208 1.55854 1.09689 -0.3 0.2 0.2 0.118
H 5.03407 1.98563 0.36248 0.4 0.3 0.1 0.109
H 1.06626 1.23248 -2.26819 -0.1 -0.1 -0.5 0.128
H 1.76258 0.12533 -1.10675 0.1 -0.4 -0.2 0.093
H -0.04426 1.77934 0.35712 0.0 0.3 0.2 0.097
H -0.88450 1.24836 -1.07777 -0.4 0.2 -0.2 0.069
H -0.13958 -0.26905 1.27976 0.1 -0.5 0.4 0.062
H 0.31706 -1.06530 -0.25428 0.0 -0.5 0.1 0.025
H -2.19454 -0.39533 -1.35705 0.2 0.1 -0.2 -0.031
H -3.57347 -1.34116 -0.17666 0.1 -0.3 -0.1 -0.036
H -2.18789 -1.51480 1.35791 0.1 -0.2 -0.1 -0.019
H -2.84791 1.56082 0.07159 0.2 0.1 -0.2 0.073
H -2.25319 1.02613 1.66452 0.3 0.0 0.1 0.077
H -4.88687 1.43433 2.61360 0.0 -0.1 0.3 0.078
H -2.26475 -3.10131 -2.06761 0.5 0.2 -0.2 -0.063
H -0.28844 -3.24039 -0.87196 0.0 0.2 -0.6 -0.078
H -2.96496 -4.71320 -0.31144 -0.1 -0.1 0.1 -0.113
```
Positions in Å, forces in eV/Å.

The following is a quantum chemistry calculation of an isolated molecule of C3H5NO3, from the OMol25 dataset.

The value obtained for the LUMO energy is 0.6 eV. The value obtained for the energy above the lowest of the compared OMol25 structures with the same formula, charge and spin is 547.4 kJ/mol. Its spin multiplicity is 1. Its HOMO-LUMO gap is 10.97 eV.

```
12
Properties=species:S:1:pos:R:3:forces:R:3:lowdin_charge:R:1
C 0.20630 1.49928 -0.71469 0.1 -0.4 -0.1 0.108
C 0.34249 0.30633 -0.16199 -0.4 0.4 0.5 -0.391
C 0.77248 0.00931 1.23594 -0.1 -0.1 -0.2 -0.024
O 0.09351 -0.82838 -0.94293 0.6 -0.2 -0.7 0.039
N -1.15934 -1.44123 -0.78793 0.4 0.5 0.2 -0.419
O -1.90750 -0.93052 -0.02404 -0.8 0.5 0.7 0.133
O -1.29324 -2.40162 -1.45770 0.0 -0.8 -0.6 0.150
H -0.12218 1.61135 -1.73283 -0.1 -0.1 -0.2 0.077
H 0.43661 2.39316 -0.16671 0.1 0.1 0.2 0.072
H -0.04789 -0.44553 1.79024 0.0 0.0 0.0 0.084
H 1.60446 -0.69265 1.22323 0.1 0.0 0.0 0.089
H 1.07430 0.92051 1.73941 0.0 0.1 0.1 0.084
```
Positions in Å, forces in eV/Å.

The following is a quantum chemistry calculation of a cluster of 2 separate species, C6H14ClNO in total, from the OMol25 dataset.

The value obtained for the LUMO energy (spin up / spin down) is 0.5 / 0.6 eV. The value obtained for the energy above the lowest of the compared OMol25 structures with the same formula, charge and spin is 357.7 kJ/mol. Its spin multiplicity is 1. Its HOMO-LUMO gap (spin up / spin down) is 7.81 / 7.92 eV.

```
23
Properties=species:S:1:pos:R:3:forces:R:3:lowdin_charge:R:1
C 0.02111 2.55978 0.40634 0.4 0.7 -1.2 -0.044
C -1.52700 0.75347 -0.63204 -1.5 0.7 1.2 -0.075
C -0.40421 0.31256 1.58699 0.5 0.5 0.7 -0.071
C 0.74268 0.27032 -0.54850 -1.2 -0.9 -1.0 -0.204
C 0.30760 -2.33630 -0.44605 -1.9 2.5 -2.7 -0.752
C -0.28957 1.00498 0.19330 -0.7 0.6 0.4 -0.594
N 1.31826 -3.13321 -0.11349 3.7 -1.1 3.2 -0.063
O 0.82113 0.40331 -1.92229 0.2 -1.5 -0.4 -0.033
Cl -1.17808 -2.73190 0.33742 -0.7 -0.2 0.7 0.622
H 0.30883 3.20200 -0.54224 -0.4 -1.7 1.6 0.111
H 0.83883 2.69471 1.15276 -0.5 -0.2 -0.6 0.074
H -0.86365 3.09663 0.80134 0.3 -0.5 0.0 0.072
H -1.65984 -0.31187 -0.79853 0.0 0.0 -0.1 0.046
H -1.38983 1.25613 -1.56764 -0.4 0.3 -0.6 0.074
H -2.42141 1.10966 -0.06691 0.4 0.0 -0.7 0.103
H 0.53294 -0.28195 1.76266 -1.0 0.2 0.0 0.079
H -0.44512 1.05511 2.43572 -0.1 -0.6 -0.9 0.087
H -1.31064 -0.32908 1.63819 0.9 0.3 0.0 0.051
H 1.63012 0.33337 -0.06665 3.3 -0.4 1.3 0.078
H 0.06791 -2.29175 -1.55134 0.6 0.1 1.2 0.077
H 2.12742 -3.11454 -0.75423 -0.7 0.1 0.7 0.098
H 1.63147 -3.03883 0.95274 -0.8 -0.4 -3.2 0.153
H 1.14104 -0.48260 -2.25753 -0.4 1.7 0.4 0.113
```
Positions in Å, forces in eV/Å.

The following is a quantum chemistry calculation of a structure of composition C26H19Br2Cl3GeN9O3Re, from the OMol25 dataset.

Its expectation value of S² is 2.0143. As for the net charge: +2. The value obtained for the LUMO energy (spin up / spin down) is -6.4 / -7.0 eV. Its spin multiplicity is 3. Its HOMO-LUMO gap (spin up / spin down) is 6.98 / 6.26 eV.

```
64
Properties=species:S:1:pos:R:3:forces:R:3:lowdin_charge:R:1
Re 0.00556 0.79177 0.70892 -0.5 0.2 0.3 1.529
N -1.31536 0.19804 2.54669 0.7 0.0 -0.7 0.004
N -1.70849 1.31125 3.30338 -0.2 0.0 0.3 0.038
C -1.37835 2.57001 2.94613 0.2 0.4 -0.1 -0.379
N -1.79896 3.56625 3.69909 -0.2 -0.1 0.1 0.247
N -0.60854 2.67130 1.85432 0.0 -1.0 -0.7 0.025
N -0.05458 3.88316 1.48650 0.2 0.5 0.2 -0.405
O -0.38307 4.91173 2.04557 0.0 -0.1 -0.1 0.103
O 0.76082 3.81821 0.59231 -0.1 -0.1 0.2 -0.003
H -2.13989 -0.24197 2.13515 0.0 0.1 -0.2 0.119
H -0.87102 -0.48552 3.15509 0.0 0.1 0.1 0.127
H -2.36594 1.16873 4.05547 0.0 -0.1 0.0 0.175
H -2.36093 3.41546 4.52210 0.0 -0.1 0.0 0.147
H -1.52487 4.50592 3.44575 0.0 0.0 -0.1 0.112
N -3.52800 -7.57438 -4.30989 0.0 0.0 0.0 0.194
C -3.22360 -6.61005 -3.76583 -0.1 -0.3 -0.1 -0.165
C -2.81998 -5.41303 -3.09385 0.1 0.3 0.2 -0.206
C -2.24303 -5.48833 -1.82657 0.0 0.0 -0.1 0.006
C -1.78497 -4.33749 -1.21505 0.0 0.1 0.0 -0.014
C -1.91770 -3.09704 -1.84520 0.0 -0.2 -0.1 -0.190
C -2.53493 -3.02562 -3.09280 0.1 0.1 0.0 -0.010
C -2.97252 -4.17747 -3.72022 0.0 0.0 0.0 0.007
C -1.36423 -1.89982 -1.17662 0.3 0.1 0.1 -0.027
C -2.21732 -0.83415 -0.87260 -0.3 -0.1 -0.2 -0.243
C -3.60878 -0.77855 -1.11265 0.2 0.0 0.1 0.020
C -4.07157 0.39744 -0.55221 0.0 0.1 0.0 -0.037
C -2.96252 1.01850 0.02335 -0.3 0.0 0.0 -0.229
N -1.83468 0.30984 -0.17258 0.1 0.1 0.1 -0.152
C -0.00255 -1.93306 -0.85209 -0.2 -0.2 -0.1 -0.234
C 0.93815 -2.87157 -1.33139 0.0 0.1 0.1 0.027
C 2.17864 -2.50078 -0.84357 -0.1 0.0 0.0 -0.021
C 1.97091 -1.35319 -0.08507 0.2 -0.2 -0.1 -0.115
N 0.67362 -0.98483 -0.08105 0.0 0.2 0.2 -0.111
H -2.14081 -6.44618 -1.33634 0.0 0.0 0.0 0.131
H -1.32894 -4.39020 -0.23545 0.0 0.0 0.0 0.128
H -2.62308 -2.07068 -3.59486 0.0 0.0 0.0 0.128
H -3.42383 -4.12897 -4.70137 0.0 0.0 0.0 0.132
H -4.19181 -1.52766 -1.62045 0.0 0.0 0.0 0.123
H -5.08280 0.76814 -0.54937 0.0 0.0 0.0 0.114
H -2.95972 1.95877 0.55389 0.1 0.0 0.0 0.080
H 0.72089 -3.69641 -1.98787 0.0 0.0 0.0 0.129
H 3.12548 -2.98277 -1.01703 0.0 0.0 0.0 0.116
H 2.72904 -0.80309 0.44662 -0.1 0.0 0.1 0.111
Br 3.36982 1.92386 -3.22058 0.2 -0.1 0.2 0.866
C 3.59799 2.08417 -1.35665 -0.5 -0.2 -0.1 -0.565
C 4.86588 2.42881 -0.86616 0.3 0.0 0.1 -0.129
C 5.12522 2.41140 0.47371 0.2 0.0 -0.1 -0.594
Br 6.83572 2.91629 1.08722 -0.2 -0.1 -0.1 0.881
C 4.12767 1.97139 1.38095 -0.1 0.0 -0.1 -0.158
C 4.35171 1.76630 2.75598 -0.2 -0.1 0.0 0.022
C 3.34257 1.26890 3.54049 0.2 0.1 0.0 -0.004
C 2.10605 0.99739 2.95699 0.0 0.0 0.1 -0.092
N 1.84455 1.19830 1.67517 0.3 0.0 0.2 -0.072
C 2.83910 1.68168 0.87025 0.1 0.1 -0.2 -0.169
C 2.54538 1.80022 -0.51218 1.0 0.3 -0.1 -0.382
O 1.28161 1.55407 -0.93908 -1.6 0.8 -0.3 -0.406
H 5.64004 2.69469 -1.57215 0.0 0.0 0.0 0.114
H 5.32498 1.98446 3.17356 0.0 0.0 0.0 0.098
H 3.49802 1.08234 4.59269 0.0 0.0 0.0 0.126
H 1.30312 0.58974 3.55904 0.0 0.0 0.0 0.109
Cl 1.41834 4.55146 -2.70095 -0.2 -0.2 0.1 0.334
Ge 0.33761 2.80065 -2.31346 0.7 -1.0 0.9 -0.183
Cl -0.04534 1.28527 -3.70924 -0.1 0.2 0.0 0.306
Cl -1.46577 3.39692 -1.40393 -0.1 0.0 -0.1 0.365
```
Positions in Å, forces in eV/Å.

The following is a quantum chemistry calculation of a cluster of 5 separate species, C12H26ClN9O7S in total, from the OMol25 dataset.

The value obtained for the LUMO energy is -0.7 eV. Its spin multiplicity is 1. Its HOMO-LUMO gap is 8.37 eV.

```
56
Properties=species:S:1:pos:R:3:forces:R:3:lowdin_charge:R:1
C -1.32576 1.95925 5.49296 0.2 0.7 -0.9 -0.116
C -1.13857 2.52546 3.93155 -1.6 -0.6 0.7 -0.233
C 0.02236 1.68246 3.12088 0.9 1.0 2.7 -0.613
Cl -0.50356 -0.09037 2.72088 0.4 1.8 0.3 0.596
O 0.63192 2.38070 1.98947 -2.8 -0.8 1.1 -0.393
S -0.47775 3.03817 0.89272 -3.6 -2.6 -1.9 1.048
O -1.81300 2.20413 0.81453 4.9 3.4 1.3 -0.449
O -0.81987 4.62476 1.52186 3.7 -0.4 0.6 -0.323
C 0.56178 5.16977 1.74330 2.2 1.4 1.3 -0.271
C 0.89860 5.64733 3.27235 3.5 0.3 -3.0 0.023
C 2.45142 6.20591 3.54552 -1.9 -1.7 -4.4 -0.017
C 3.48053 6.20313 2.24245 -4.7 -1.3 0.4 -0.043
C 2.85563 5.68516 0.81935 -0.8 0.3 2.7 -0.082
N 1.46831 5.17688 0.54615 1.6 2.0 5.8 0.036
H -2.05227 2.72846 6.03255 1.5 -1.8 -1.1 0.094
H -1.80303 0.88706 5.46473 1.0 2.2 0.4 0.056
H -0.27980 1.99694 6.03857 -2.2 -0.3 -1.0 0.086
H -2.21677 2.41983 3.43417 2.6 0.2 0.8 0.131
H -0.93306 3.67318 4.02743 0.1 -2.3 -0.6 0.086
H 0.90049 1.53196 3.91796 -1.8 0.3 -2.1 0.141
H 0.11463 5.59215 4.15143 1.8 0.2 -2.2 0.097
H 2.73146 6.56277 4.62425 -0.5 -0.8 -2.4 0.087
H 4.59076 6.55968 2.38433 -2.5 -0.8 -0.5 0.086
H 3.60297 5.70881 -0.11203 -2.1 -0.2 2.2 0.114
C -1.11725 -2.68144 -1.10539 0.0 -0.1 -0.5 -0.723
O -1.47576 -3.69869 -1.67736 -0.2 -0.3 -0.1 0.008
N -0.63142 -1.61154 -1.76039 0.2 0.7 -0.8 0.167
N -1.17588 -2.53917 0.23101 -0.2 -0.4 1.6 0.146
H -0.33114 -0.76515 -1.30700 -0.1 -0.2 0.0 0.098
H -0.57047 -1.67705 -2.76803 0.3 0.1 -0.1 0.062
H -1.53568 -3.32150 0.76206 0.1 0.3 -0.2 0.109
H -0.88538 -1.70937 0.71995 -0.1 -0.1 -0.2 0.017
C -0.81611 -2.15742 -5.70470 0.1 0.1 -0.4 -0.704
O -0.05023 -1.73147 -4.85471 0.3 0.2 0.6 0.009
N -0.47968 -2.25492 -7.00356 0.4 0.5 -0.3 0.145
N -2.06501 -2.56744 -5.41873 -1.2 -0.2 0.8 0.159
H -1.09647 -2.60302 -7.71806 0.3 0.0 0.1 0.092
H 0.45189 -1.95671 -7.26163 -0.5 -0.3 -0.1 0.101
H -2.35834 -2.51071 -4.45218 0.1 -0.2 -0.3 0.105
H -2.71008 -2.92114 -6.10488 0.2 0.1 0.1 0.099
C -1.79076 -1.91270 6.62769 -0.5 0.4 -0.1 -0.718
O -2.78324 -1.20939 6.52367 -0.1 0.1 0.0 0.018
N -0.73313 -1.80455 5.80340 0.9 0.4 -1.0 0.152
N -1.66573 -2.85877 7.57582 -0.3 -0.9 1.2 0.147
H 0.09291 -2.37456 5.87319 -0.2 0.1 0.0 0.100
H -0.78640 -1.10424 5.07534 0.1 -0.3 0.1 0.019
H -2.43966 -2.97296 8.21730 0.3 0.0 -0.3 0.112
H -0.85638 -3.44755 7.67730 -0.2 0.1 0.0 0.097
C 1.68729 -4.16237 -8.86496 -0.4 0.2 0.0 -0.702
O 0.69480 -3.45907 -8.96898 0.1 -0.1 -0.5 0.003
N 2.74492 -4.05422 -9.68925 0.9 0.5 -1.1 0.152
N 1.81231 -5.10844 -7.91683 -0.4 -0.8 1.0 0.162
H 3.57096 -4.62423 -9.61946 -0.2 0.1 0.0 0.099
H 2.69165 -3.35391 -10.41731 0.1 -0.3 0.3 0.113
H 1.03839 -5.22264 -7.27535 0.3 0.1 -0.2 0.116
H 2.62167 -5.69723 -7.81535 -0.2 0.1 0.0 0.100
```
Positions in Å, forces in eV/Å.

| no. | E_tot (Eh) |
| --- | --- |
| 1 | -623.34943 |
| 2 | -1316.90664 |
| 3 | -397.62819 |
| 4 | -827.04502 |
| 5 | -10404.03698 |
| 6 | -2350.52290 |